# 1
A molecular structure, C20H13F5NO2ReS4Sb in a non-equilibrium geometry, computed with the ωB97M-V functional and the def2-TZVPD basis.

Last column: natural (NBO) charge in e.
Geometry (Å):
Re: 1.845 0.977 2.855  1.000
S: 1.954 6.043 4.287  -0.221
Sb: 3.895 4.899 4.081  1.317
S: 2.804 2.870 2.366  -0.080
S: 2.216 0.879 4.967  0.280
S: 5.989 4.048 4.124  -0.210
F: -0.625 -0.123 4.330  -0.292
C: -1.135 0.819 3.524  0.337
C: -0.225 1.548 2.761  -0.353
C: -0.744 2.470 1.859  0.318
F: 0.109 3.126 1.054  -0.300
C: -2.114 2.681 1.722  0.318
F: -2.545 3.537 0.814  -0.254
C: -3.009 1.947 2.513  0.352
F: -4.303 2.111 2.383  -0.228
C: -2.513 0.996 3.419  0.288
F: -3.326 0.247 4.132  -0.240
C: -2.414 -1.560 -1.342  -0.268
O: -1.092 -1.126 -1.649  -0.509
C: -0.807 -0.677 -2.875  0.413
C: -1.689 -0.715 -3.962  -0.312
C: -1.343 -0.166 -5.179  -0.088
C: -0.113 0.486 -5.352  -0.205
C: 0.762 0.562 -4.299  -0.160
C: 0.469 -0.048 -3.061  -0.008
N: 1.399 0.164 -2.068  -0.366
C: 1.656 -0.330 -0.878  0.140
C: 1.276 -1.549 -0.257  -0.056
C: 0.972 -2.738 -0.935  -0.137
C: 0.804 -3.929 -0.245  -0.132
C: 0.874 -3.966 1.151  -0.142
C: 1.155 -2.820 1.860  -0.191
C: 1.367 -1.595 1.187  0.270
O: 1.595 -0.513 1.851  -0.579
H: -3.140 -0.761 -1.505  0.208
H: -2.403 -1.838 -0.288  0.209
H: -2.708 -2.428 -1.934  0.210
H: -2.656 -1.177 -3.848  0.252
H: -2.035 -0.220 -6.005  0.256
H: 0.136 0.936 -6.300  0.259
H: 1.705 1.077 -4.421  0.228
H: 2.022 0.924 -2.344  0.442
H: 2.367 0.268 -0.306  0.205
H: 0.970 -2.749 -2.012  0.246
H: 0.645 -4.848 -0.789  0.263
H: 0.719 -4.897 1.677  0.266
H: 1.236 -2.840 2.939  0.250

## Properties
* LUMO level (spin up / spin down): -11.99 / -11.99 eV
* E_tot: -3384.59865 a.u.
* charge: +3
* Kohn-Sham gap (spin up / spin down): 4.306 / 4.317 eV
* M: 830.55 g mol⁻¹


# 2
A molecular structure, C20H13FIrN3O6 in a non-equilibrium geometry, computed with the ωB97M-V functional and the def2-TZVPD basis.

Last column: natural (NBO) charge in e.
Geometry (Å):
Ir: -0.006 -0.626 1.611  1.370
O: 2.791 1.702 -0.169  -0.613
C: 1.878 1.256 0.493  0.737
O: 1.890 0.151 1.186  -0.695
C: 0.590 2.036 0.675  0.100
C: 0.372 3.376 0.424  -0.199
C: -0.753 3.973 0.990  -0.154
C: -1.556 3.260 1.875  -0.199
C: -1.270 1.922 2.074  0.097
N: -0.300 1.345 1.377  -0.391
C: -1.733 1.016 3.191  0.733
O: -2.724 1.263 3.845  -0.607
O: -0.914 0.008 3.394  -0.705
H: 1.103 3.926 -0.152  0.253
H: -0.948 5.022 0.813  0.229
H: -2.351 3.717 2.447  0.251
O: 5.725 -0.717 -3.057  -0.661
C: 4.571 -0.926 -3.727  0.775
O: 4.561 -1.010 -4.920  -0.552
C: 3.336 -1.022 -2.880  -0.152
C: 3.343 -1.656 -1.644  -0.178
C: 2.204 -1.660 -0.857  -0.186
C: 1.075 -1.010 -1.319  0.183
C: 1.045 -0.399 -2.564  -0.234
C: 2.177 -0.424 -3.357  -0.162
N: -0.053 -0.980 -0.425  -0.378
C: -1.250 -0.897 -0.857  0.117
C: -2.347 -1.055 0.124  0.130
C: -3.682 -1.071 -0.197  -0.205
C: -4.591 -1.411 0.807  -0.145
C: -4.116 -1.771 2.050  -0.218
C: -2.748 -1.715 2.306  0.112
N: -1.897 -1.318 1.366  -0.383
H: 5.539 -0.545 -2.124  0.492
H: 4.235 -2.156 -1.286  0.225
H: 2.186 -2.134 0.117  0.271
H: 0.165 0.131 -2.907  0.212
H: 2.184 0.038 -4.335  0.241
H: -1.489 -0.850 -1.915  0.207
H: -4.003 -0.831 -1.201  0.234
H: -5.653 -1.410 0.603  0.233
H: -4.786 -2.078 2.840  0.242
H: -2.317 -1.950 3.267  0.260
F: 0.518 -2.520 2.020  -0.690

## Properties
* LUMO level: -1.80 eV
* E_tot: -1589.93166 a.u.
* charge: 0
* Kohn-Sham gap: 7.090 eV
* M: 602.55 g mol⁻¹


# 3
A molecular structure, C20H13IN5O3SZn, computed with the ωB97M-V functional and the def2-TZVPD basis.

Last column: natural (NBO) charge in e.
Geometry (Å):
Zn: 0.185 0.326 -0.391  1.514
O: 3.899 -5.853 0.186  -0.373
N: 4.583 -4.867 -0.007  0.537
O: 5.784 -4.875 -0.174  -0.372
C: 3.900 -3.539 0.043  0.047
C: 4.704 -2.489 0.246  -0.135
C: 4.170 -1.166 0.358  -0.105
C: 4.974 -0.037 0.584  -0.120
C: 4.388 1.193 0.684  -0.242
C: 2.994 1.289 0.545  0.117
N: 2.228 0.239 0.339  -0.522
C: 2.798 -0.982 0.243  0.177
C: 1.936 -2.125 0.005  0.247
N: 0.621 -1.856 -0.115  -0.527
C: -0.223 -2.837 -0.347  0.112
C: 0.213 -4.164 -0.478  -0.237
C: 1.541 -4.456 -0.357  -0.125
C: 2.464 -3.417 -0.096  -0.113
H: 5.770 -2.651 0.335  0.251
H: 6.048 -0.156 0.673  0.222
H: 4.971 2.087 0.850  0.231
H: 2.490 2.246 0.581  0.241
H: -1.268 -2.572 -0.443  0.246
H: -0.510 -4.943 -0.678  0.238
H: 1.884 -5.472 -0.459  0.249
O: 1.372 2.534 -1.663  -0.991
S: 1.024 1.603 -2.758  1.338
N: 0.508 0.261 -2.412  -1.193
I: -5.091 2.529 0.203  -0.987
C: -1.506 0.890 0.499  -1.043
H: -1.925 1.728 -0.057  0.271
H: -1.372 1.195 1.537  0.219
N: -5.089 -4.954 -0.110  -0.374
C: -4.561 -3.938 0.006  0.294
C: -3.859 -2.685 0.148  -0.198
C: -3.291 -2.335 1.373  -0.180
C: -2.570 -1.161 1.491  -0.250
C: -2.377 -0.300 0.402  0.055
C: -2.993 -0.651 -0.811  -0.235
C: -3.720 -1.817 -0.940  -0.164
H: -3.423 -2.988 2.227  0.215
H: -2.140 -0.894 2.449  0.209
H: -2.892 0.014 -1.659  0.236
H: -4.187 -2.067 -1.884  0.220

## Properties
* LUMO level: 0.01 eV
* E_tot: -3744.69814 a.u.
* charge: -1
* Kohn-Sham gap: 3.437 eV
* M: 595.72 g mol⁻¹


# 4
A single C20H13N5OS molecule in a non-equilibrium geometry, computed with the ωB97M-V functional and the def2-TZVPD basis.

Last column: natural (NBO) charge in e.
Geometry (Å):
N: 3.640 0.636 0.287  -0.777
C: 2.474 0.850 -0.254  0.406
N: 2.654 1.778 -1.191  -0.484
C: 1.582 2.203 -1.839  0.091
C: 0.356 1.703 -1.534  -0.152
C: -0.787 2.004 -2.428  -0.032
C: -0.599 2.022 -3.834  -0.193
C: -1.668 2.071 -4.759  -0.223
C: -2.979 2.216 -4.415  -0.188
C: -3.218 2.258 -3.007  0.087
N: -4.464 2.430 -2.448  -0.413
C: -4.430 2.482 -1.186  -0.024
S: -2.737 2.363 -0.473  0.262
C: -2.161 2.113 -2.124  -0.193
C: 0.152 0.774 -0.485  -0.106
C: 1.228 0.283 0.116  -0.167
C: 0.996 -0.856 1.107  0.091
C: 1.443 -0.861 2.477  -0.261
C: 1.314 -1.987 3.350  0.351
N: 1.875 -2.029 4.544  -0.508
C: 1.573 -3.038 5.321  0.327
N: 0.917 -4.105 5.027  -0.528
C: 0.314 -4.172 3.790  0.670
O: -0.241 -5.114 3.335  -0.530
C: 0.250 -2.910 2.982  -0.488
C: 0.253 -3.157 1.505  -0.045
C: 0.453 -2.094 0.623  -0.276
H: 3.649 0.736 1.358  0.387
H: 4.279 1.219 -0.196  0.405
H: 1.758 2.955 -2.689  0.212
H: 0.328 1.776 -4.347  0.218
H: -1.536 1.886 -5.817  0.217
H: -3.873 2.209 -5.082  0.236
H: -5.280 2.467 -0.492  0.219
H: -0.814 0.399 -0.269  0.230
H: 1.907 0.103 2.787  0.222
H: 2.023 -2.972 6.347  0.182
H: -0.672 -2.480 3.233  0.302
H: -0.155 -4.089 1.123  0.245
H: 0.196 -2.071 -0.440  0.231

## Properties
* structure (SMILES): Nc1ncc(-c2cccc3ncsc23)cc1C1=CC2=NC=NC(=O)[C@@H]2C=C1
* LUMO level: -1.80 eV
* E_tot: -1517.06553 a.u.
* charge: 0
* Kohn-Sham gap: 6.543 eV
* M: 371.43 g mol⁻¹


# 5
A molecular structure, C20H14AgN3O9P, computed with the ωB97M-V functional and the def2-TZVPD basis.

Last column: natural (NBO) charge in e.
Geometry (Å):
Ag: 0.191 -2.235 1.555  0.839
O: -3.526 -3.063 0.334  -0.675
C: -2.678 -2.676 1.129  0.791
O: -1.609 -3.295 1.467  -0.847
C: -2.922 -1.315 1.842  -0.825
P: -1.547 -0.119 1.488  0.730
C: -2.430 1.495 1.565  -0.219
C: -3.449 1.698 2.495  -0.257
C: -4.089 2.926 2.582  -0.206
C: -3.708 3.967 1.749  -0.227
C: -2.673 3.779 0.843  -0.207
C: -2.029 2.554 0.750  -0.244
C: -1.342 -0.278 -0.339  -0.349
C: 0.031 -0.356 -0.888  0.402
C: 0.213 -0.647 -2.326  0.005
C: -0.990 -0.755 -3.155  -0.185
C: -2.204 -0.709 -2.592  -0.191
C: -2.374 -0.487 -1.174  -0.146
H: -2.898 -1.509 2.916  0.243
H: -3.896 -0.917 1.569  0.234
H: -3.747 0.890 3.153  0.210
H: -4.891 3.068 3.296  0.204
H: -4.214 4.923 1.809  0.204
H: -2.364 4.594 0.200  0.210
H: -1.207 2.423 0.050  0.264
H: 0.834 0.468 0.795  0.417
H: 1.121 -0.308 -2.813  0.210
H: -0.856 -0.810 -4.228  0.212
H: -3.091 -0.798 -3.205  0.214
H: -3.382 -0.463 -0.783  0.228
O: 6.364 -0.416 -2.763  -0.406
N: 5.248 0.076 -2.684  0.533
O: 4.799 0.860 -3.509  -0.405
C: 4.431 -0.244 -1.544  -0.067
C: 3.182 0.369 -1.384  -0.145
C: 2.398 -0.008 -0.345  0.007
C: 2.786 -0.952 0.664  0.494
O: 2.025 -1.186 1.656  -0.783
C: 4.100 -1.502 0.471  -0.116
C: 4.869 -1.184 -0.631  -0.115
N: 4.660 -2.444 1.419  0.529
O: 5.574 -3.165 1.030  -0.420
O: 4.225 -2.468 2.554  -0.359
N: 1.042 0.541 -0.218  -0.134
O: 0.475 -1.627 -1.308  -0.481
O: 0.880 1.813 -0.672  -0.719
H: 2.837 1.141 -2.058  0.277
H: 5.833 -1.650 -0.763  0.270

## Properties
* LUMO level: 1.91 eV
* E_tot: -2100.10083 a.u.
* charge: -1
* Kohn-Sham gap: 7.762 eV
* M: 579.19 g mol⁻¹


Energy above the lowest of the compared OMol25 structures with the same formula, charge and spin for every record listed, in sequence, given in eV: 3.826, 1.159, 0.000, 2.765, 0.058.